Entry from the OMol25 dataset: a 2-piece molecular cluster, C2H8NS overall (ωB97M-V with the def2-TZVPD basis set).

Last column: natural (NBO) charge in e.
Cartesian coordinates (Å):
S: 2.828 2.130 1.811  -1.086
H: 3.986 2.884 1.486  0.088
C: 0.088 -0.746 -1.132  -0.632
C: -1.074 -0.982 -0.151  -0.231
N: -1.658 0.343 0.422  -0.853
H: -0.215 -0.437 -2.055  0.196
H: 0.710 -0.005 -0.552  0.246
H: 0.686 -1.524 -1.134  0.202
H: -2.000 -1.406 -0.509  0.171
H: -0.866 -1.814 0.513  0.184
H: -1.282 0.426 1.368  0.357
H: -1.203 1.131 -0.068  0.358

Force components x, y, z for each atom (eV/Å):
S 1.246 0.805 -0.393
H -1.330 -0.865 0.349
C -1.808 3.259 4.539
C -1.663 1.193 -0.444
N 1.522 -1.106 0.250
H -0.598 1.019 -2.439
H -0.435 -0.143 -1.111
H 2.754 -4.175 -0.609
H -0.105 -0.227 -1.488
H 0.754 0.740 1.239
H -0.130 0.183 -0.112
H -0.207 -0.684 0.218

Calculated total energy   -533.923776 hartree
Gap between HOMO and LUMO   6.24 eV
Charge   -1
HOMO energy   -2.49 eV
ΔE to the lowest compared entry with this formula, charge and spin   124.2 kJ/mol
LUMO energy   3.755 eV